100
Properties=species:S:1:pos:R:3 method="wB97M-V/def2-TZVPD" total_charge=-1 orbital_gap_ev=1.2 multiplicity=1
Br 1.253 2.215 5.754
Br -1.640 1.184 4.850
Br -2.743 -0.506 -3.694
Br -0.032 -0.230 -1.793
S 1.141 -3.664 -1.438
O -5.244 -0.992 1.572
O -2.183 6.155 -7.947
O -3.387 -4.359 2.270
O -0.064 4.610 -4.071
O 1.449 6.984 -3.783
O -0.428 8.372 -7.840
O 3.405 0.026 1.799
N -0.990 -3.925 1.159
N -1.665 -1.566 0.557
N -2.769 -1.029 2.598
N 1.077 -7.600 0.978
N 0.784 -2.136 0.954
C -3.948 -1.208 1.939
C 4.286 0.626 0.744
C 1.171 0.525 4.614
C -0.448 7.501 -6.965
C -0.151 5.551 -4.865
C -1.348 6.268 -6.998
C 0.006 -5.032 1.565
C 0.670 6.833 -4.774
C -1.631 -1.065 -0.838
C 3.772 -5.005 -1.739
C 1.879 -6.236 3.166
C 1.078 5.467 -0.732
C -0.332 -0.499 2.607
C -1.932 2.898 -0.608
C 2.008 0.211 1.279
C -4.267 -1.850 -1.365
C -0.128 0.793 3.587
C -0.520 5.174 -0.957
C -3.015 -5.088 -0.299
C -1.194 2.069 0.644
C -2.831 -1.177 -1.766
C 1.919 -7.548 2.206
C 0.461 7.675 -5.801
C 1.077 -1.000 1.853
C 1.477 5.214 0.854
C 1.799 -2.632 0.033
C -2.233 0.960 1.195
C -0.756 3.629 -1.513
C 0.916 -0.702 5.670
C -1.662 -0.497 1.646
C 0.197 -6.422 0.739
C -1.129 5.420 -5.978
C -0.607 -2.619 0.876
C 2.734 -3.950 -2.455
C 0.942 -4.883 2.944
B -2.458 -4.409 1.124
H 2.505 -3.400 0.615
H 2.195 0.494 4.053
H 2.537 -1.867 -0.473
H -5.036 -0.990 -1.068
H -2.497 2.153 -1.312
H -0.119 1.723 0.373
H 1.776 4.852 -1.463
H 3.821 1.594 0.280
H 4.866 -4.692 -2.096
H 1.668 1.296 1.542
H 1.749 -1.554 5.609
H 2.337 5.943 1.202
H -4.197 -4.966 -0.341
H 2.155 0.201 0.094
H -0.125 -1.248 5.533
H 2.519 -4.174 -3.584
H -4.744 -2.413 -2.294
H -2.745 -6.240 -0.325
H -1.150 3.608 -2.634
H 3.806 -4.914 -0.553
H -0.511 -1.400 3.378
H -4.352 -4.268 1.955
H 1.273 6.600 -0.949
H 2.580 -6.251 4.127
H -2.744 3.673 -0.199
H 4.381 -0.184 -0.105
H -3.117 0.920 0.392
H 2.617 -8.445 2.492
H 1.722 -1.460 2.751
H 1.836 4.087 0.919
H 5.352 0.855 1.173
H -0.955 5.910 -1.772
H -2.558 -4.565 -1.255
H -1.715 4.510 -5.922
H -4.247 -2.592 -0.463
H -1.089 5.305 0.064
H 1.010 8.610 -5.830
H -1.068 2.893 1.500
H 0.960 -0.312 6.791
H 0.267 3.023 -1.463
H 3.283 -2.890 -2.435
H -0.494 -6.507 -0.233
H 0.566 5.401 1.572
H -2.761 1.428 2.159
H 3.638 -6.122 -2.088
H 0.135 1.801 3.056
H 0.904 -3.964 3.666

10
Properties=species:S:1:pos:R:3 method="wB97M-V/def2-TZVPD" smiles="N=P(Cl)(Cl)OP(=O)(Cl)Cl" total_charge=0 orbital_gap_ev=10.6 multiplicity=1
Cl -1.031 2.240 -0.166
Cl -0.280 0.249 2.015
Cl 2.361 1.211 0.046
Cl 2.031 -2.074 0.759
P 1.594 -0.511 -0.505
P -1.162 0.331 0.293
O 2.207 -0.780 -1.776
O 0.065 -0.271 -0.590
N -2.458 -0.462 0.026
H -3.328 0.069 -0.101

22
Properties=species:S:1:pos:R:3 method="wB97M-V/def2-TZVPD" total_charge=+2 s2=0.7544 orbital_gap_ev="12.6 / 8.9" multiplicity=2
N 2.168 -0.794 0.447
N -1.684 -0.424 0.425
C -0.208 1.106 -0.891
C 2.209 0.642 0.025
C -0.932 -0.291 -0.805
C 0.879 1.442 0.157
C -2.886 -1.178 0.517
H -0.284 -1.130 -1.072
H -3.512 -0.817 1.325
H 2.928 1.105 0.693
H 1.775 -1.453 -0.224
H 0.570 1.446 1.206
H -3.425 -1.025 -0.413
H 2.495 0.720 -1.018
H -1.044 -0.380 1.223
H -2.738 -2.250 0.723
H 0.273 1.147 -1.867
H -1.031 1.798 -0.762
H 1.793 -0.847 1.367
H 1.205 2.456 -0.089
H -1.690 -0.190 -1.588
H 3.139 -1.084 0.619